The following is a quantum chemistry calculation of a cluster of 2 separate species, C3H7NO in total in a non-equilibrium geometry, from the Open Molecules 2025 dataset.

XYZ file:
```
12
Properties=species:S:1:pos:R:3:forces:R:3
C -0.0654 1.1557 -0.5799 -2.5 -1.8 0.7
H 0.2054 -1.0083 1.5486 -0.2 0.0 -0.4
N -0.4924 -0.9122 -2.3414 -0.3 0.3 2.3
H 0.0827 -2.3152 0.4067 0.7 1.5 -0.4
C -0.6219 -0.2994 -0.2827 4.3 1.6 -3.0
H 0.3577 1.5756 0.3575 0.2 -0.2 -0.9
H 1.4323 -0.9538 0.3853 -1.0 -0.4 -0.8
H 0.6312 0.8839 -1.4251 -0.3 1.5 0.9
H -0.9681 1.8142 -0.8809 1.8 -0.9 0.1
C 0.3415 -1.1981 0.4566 -0.6 -0.8 1.7
O 0.1106 -0.0988 -2.8934 0.2 -0.2 -0.7
H -1.6339 -0.4458 -0.2590 -2.3 -0.5 0.5
```
Forces are in eV/Å.

## Properties
Energy   -6757.68466 eV
Spin multiplicity   1
Charge   0
ΔE to the lowest compared entry with this formula, charge and spin   5.0657 eV

Here are the Löwdin charges for atoms 1 to 8, given in e:
1. C -0.12
2. H 0.07
3. N 0.06
4. H 0.09
5. C -0.24
6. H 0.07
7. H 0.08
8. H 0.05



The following is a quantum chemistry calculation of the molecule C3H7NO in a non-equilibrium geometry, from the Open Molecules 2025 dataset.

XYZ file:
```
12
Properties=species:S:1:pos:R:3:forces:R:3
H -1.4958 1.1520 -0.7800 0.0 -0.2 -0.3
H 1.7913 0.4951 0.5190 -0.1 0.1 0.6
H -1.7234 -2.2045 0.8363 0.0 -0.6 0.1
C 1.6498 0.4172 -0.5480 0.4 -0.2 0.2
H 2.4923 0.8973 -1.0139 0.2 0.4 -0.4
H 1.6854 -0.6274 -0.8035 -0.1 -0.6 -0.2
N -0.9216 -0.7768 -0.3132 -0.8 -0.2 0.1
O 0.4679 1.0207 -0.9786 0.0 0.5 -0.2
C -0.6650 0.6272 -0.3043 -0.6 1.1 1.6
H -1.1882 -0.7377 1.7797 -0.3 0.6 -0.1
C -1.3154 -1.2113 0.8041 0.4 -1.0 -0.3
H -0.7772 0.9480 0.8025 1.0 0.2 -1.1
```
Forces are in eV/Å.

## Properties
SMILES   C=NCOC
Energy   -6760.32690 eV
Spin multiplicity   1
Charge   0
ΔE to the lowest compared entry with this formula, charge and spin   2.4235 eV

Here are the Löwdin charges for atoms 1 to 8, given in e:
1. H 0.13
2. H 0.08
3. H 0.06
4. C -0.11
5. H 0.08
6. H 0.08
7. N 0.01
8. O -0.15



The following is a quantum chemistry calculation of the molecule C3H7NO in a non-equilibrium geometry, from the Open Molecules 2025 dataset.

XYZ file:
```
12
Properties=species:S:1:pos:R:3:forces:R:3
H 2.2144 0.5586 0.2582 -2.0 -0.1 -1.9
N 0.1517 0.7773 -0.6744 -2.2 3.4 2.2
H 2.2278 1.2915 -1.4838 -2.7 -2.0 1.9
C -0.6403 -0.1958 0.1201 2.3 0.5 -0.1
H 0.4154 0.3204 1.7545 0.5 -2.0 0.2
H 0.0924 1.7377 -0.1312 -0.6 -2.3 -1.6
H 0.8237 -1.4087 1.0138 1.4 -0.1 0.0
C 1.5020 0.5159 -0.7406 6.5 2.8 0.3
C 0.1086 -0.6987 1.3408 -2.6 1.2 1.0
O -1.7152 -0.4976 -0.2347 -1.9 -0.4 -0.3
H -0.5921 -1.2708 2.0231 0.7 1.0 -0.7
H 1.6560 -0.4167 -1.1576 0.5 -2.1 -0.9
```
Forces are in eV/Å.

## Properties
SMILES   CNC(C)=O
Energy   -6760.17780 eV
Spin multiplicity   1
Charge   0
ΔE to the lowest compared entry with this formula, charge and spin   2.5726 eV

Here are the Löwdin charges for atoms 1 to 8, given in e:
1. H 0.11
2. N -0.08
3. H 0.15
4. C -0.52
5. H 0.11
6. H 0.17
7. H 0.06
8. C -0.26



The following is a quantum chemistry calculation of a cluster of 2 separate species, C3H7NO in total in a non-equilibrium geometry, from the Open Molecules 2025 dataset.

XYZ file:
```
12
Properties=species:S:1:pos:R:3:forces:R:3
H -0.9397 1.6877 1.0655 -0.1 0.2 0.2
H 0.7050 1.8046 1.8693 -0.4 -0.1 0.3
H 1.4297 -1.5737 0.9273 0.2 0.1 -0.5
H -1.4551 -1.0744 -0.8151 -0.4 0.1 0.0
H -2.5156 -1.6143 -2.3042 -0.1 0.2 -0.1
C 0.1223 1.5077 0.9956 1.9 0.0 -1.5
O -0.5479 -1.2267 -2.5629 -0.3 0.1 -0.4
C -1.5468 -1.2814 -1.8956 0.8 -0.3 0.4
C 1.4273 -0.4839 0.9083 0.2 0.4 -0.8
H 0.5814 2.0946 0.1849 -0.6 0.3 0.0
N 0.3530 0.1107 0.6434 -1.3 -0.7 1.5
H 2.3865 0.0492 0.9836 0.0 -0.1 0.8
```
Forces are in eV/Å.

## Properties
SMILES   C=NC.C=O
Energy   -6759.79837 eV
Spin multiplicity   1
Charge   0
ΔE to the lowest compared entry with this formula, charge and spin   2.9520 eV

Here are the Löwdin charges for atoms 1 to 8, given in e:
1. H 0.06
2. H 0.07
3. H 0.06
4. H 0.06
5. H 0.07
6. C -0.13
7. O -0.02
8. C -0.15



The following is a quantum chemistry calculation of a cluster of 2 separate species, C3H7NO in total in a non-equilibrium geometry, from the Open Molecules 2025 dataset.

XYZ file:
```
12
Properties=species:S:1:pos:R:3:forces:R:3
C -0.0637 1.2464 0.1779 -0.3 -0.4 -2.0
C 0.4741 -0.0299 0.5540 1.2 1.5 -1.9
H 2.2730 -1.0196 -0.0582 -1.0 0.5 -0.6
H 1.1082 -0.6850 -1.3619 -0.1 0.9 -2.5
H 0.1226 -0.3487 1.4439 -0.7 -1.4 2.9
N -2.6365 -0.7714 0.2166 0.6 3.8 -2.9
H -0.1276 1.8451 1.0821 -0.9 0.5 -0.4
O -2.4985 0.1976 -0.5027 -1.6 -4.4 2.8
C 1.1778 -0.8772 -0.3588 1.5 -4.9 2.9
H 0.3518 1.7804 -0.7393 -0.2 -0.7 1.4
H 0.8224 -2.0036 -0.2060 0.5 2.1 -0.5
H -1.0037 0.6659 -0.2477 0.9 2.6 0.7
```
Forces are in eV/Å.

## Properties
Energy   -6756.11904 eV
Spin multiplicity   1
Charge   0
ΔE to the lowest compared entry with this formula, charge and spin   6.6313 eV

Here are the Löwdin charges for atoms 1 to 8, given in e:
1. C -0.12
2. C -0.26
3. H 0.10
4. H 0.04
5. H 0.05
6. N 0.10
7. H 0.08
8. O -0.13



The following is a quantum chemistry calculation of a cluster of 2 separate species, C3H7NO in total in a non-equilibrium geometry, from the Open Molecules 2025 dataset.

XYZ file:
```
12
Properties=species:S:1:pos:R:3:forces:R:3
H -3.3539 0.2021 -0.6871 0.2 0.6 -0.6
N 0.8115 0.6023 -0.8924 0.7 -1.9 1.3
C 1.3902 -0.5516 -0.5179 1.1 0.9 -2.1
C -2.2600 0.1456 -0.7319 -0.5 -0.8 -0.3
H -1.9617 -0.5194 -1.5505 -0.2 -0.3 0.3
H -1.6836 1.0385 -0.9424 -0.5 0.4 0.4
H -2.0371 -0.2941 0.2324 0.6 0.0 0.0
C 0.7475 0.2792 0.7340 -2.2 2.3 3.1
H 2.4926 -0.5511 -0.4161 0.0 -0.6 -0.3
O 0.0436 -0.3443 1.4970 0.3 -1.1 -1.1
H 1.1023 1.1964 1.2209 0.8 0.2 -1.0
H 0.9101 -1.5340 -0.4914 -0.3 0.1 0.2
```
Forces are in eV/Å.

## Properties
Energy   -6756.59196 eV
Spin multiplicity   1
Charge   0
ΔE to the lowest compared entry with this formula, charge and spin   6.1584 eV

Here are the Löwdin charges for atoms 1 to 8, given in e:
1. H 0.02
2. N 0.10
3. C -0.18
4. C -0.06
5. H 0.02
6. H 0.00
7. H 0.00
8. C -0.34



The following is a quantum chemistry calculation of the molecule C3H7NO in a non-equilibrium geometry, from the Open Molecules 2025 dataset.

XYZ file:
```
12
Properties=species:S:1:pos:R:3:forces:R:3
H 2.2292 0.7431 0.1946 -0.4 -0.3 -0.3
C 0.3198 -0.3355 -0.0450 -0.5 -0.4 -0.4
C -1.5940 0.6291 0.8307 -0.3 0.1 0.1
H -2.0939 -0.3399 0.9033 0.2 0.2 0.1
O -0.1744 0.5045 0.8781 0.1 0.2 -0.2
H -1.8645 1.0772 -0.1311 -0.1 0.0 0.2
H 1.4823 0.2763 -1.4287 1.0 0.7 -0.1
H -1.8618 1.2840 1.6566 0.0 0.0 0.0
C 1.7425 -0.0311 -0.4147 -0.1 -0.2 -0.2
H 2.3976 -0.8915 -0.5476 -0.2 -0.1 0.3
N -0.4834 -1.0614 -0.7115 -0.4 -0.3 1.4
H -0.0993 -1.8547 -1.1848 0.7 0.1 -0.8
```
Forces are in eV/Å.

## Properties
SMILES   [H]/N=C(\C)OC
Energy   -6761.24645 eV
Spin multiplicity   1
Charge   0
ΔE to the lowest compared entry with this formula, charge and spin   1.5039 eV

Here are the Löwdin charges for atoms 1 to 8, given in e:
1. H 0.09
2. C -0.52
3. C -0.09
4. H 0.08
5. O -0.08
6. H 0.09
7. H 0.09
8. H 0.09



The following is a quantum chemistry calculation of a cluster of 2 separate species, C3H7NO in total, from the Open Molecules 2025 dataset.

XYZ file:
```
12
Properties=species:S:1:pos:R:3:forces:R:3
C 2.5020 1.1187 0.9068 0.0 0.2 0.5
H -2.4848 0.4666 0.8631 0.1 0.0 0.0
H -1.3803 -1.6928 0.4664 0.1 0.2 0.1
O 2.6103 0.4960 -0.1117 -0.3 -0.1 -0.2
C -2.1602 0.2067 -0.1385 -0.6 -0.1 0.6
H -2.8774 0.4500 -0.9096 0.5 0.3 -0.5
H 3.2240 1.8800 1.2335 0.2 0.0 -0.2
H 1.6601 0.9750 1.6115 -0.1 -0.1 -0.1
H 0.3324 -1.8233 -1.0389 0.0 0.0 0.0
C -1.2279 -0.8564 -0.2227 -0.4 -0.7 0.3
N -0.2621 -1.0027 -1.0529 0.5 0.5 -0.2
H 0.0636 -0.2178 -1.6070 0.0 -0.1 -0.3
```
Forces are in eV/Å.

## Properties
Energy   -6752.22739 eV
Spin multiplicity   2
⟨S²⟩   0.76
Charge   +1
ΔE to the lowest compared entry with this formula, charge and spin   0.7932 eV

Here are the Löwdin charges for atoms 1 to 8, given in e:
1. C -0.13
2. H 0.09
3. H 0.16
4. O -0.02
5. C 0.18
6. H 0.10
7. H 0.09
8. H 0.08



The following is a quantum chemistry calculation of a cluster of 2 separate species, C3H7NO2 in total in a non-equilibrium geometry, from the Open Molecules 2025 dataset.

XYZ file:
```
13
Properties=species:S:1:pos:R:3:forces:R:3
H -1.2553 -0.5605 0.6640 -0.3 0.5 0.4
H 0.2038 -0.8498 -0.0801 0.2 0.4 0.0
C -1.0795 -0.2513 -3.0226 -0.6 0.0 -0.1
O -1.3694 -1.4426 -3.1711 0.2 0.0 0.1
C -0.2059 -0.6148 0.9155 -0.5 -1.5 -0.3
O -0.4715 0.3098 -2.0695 0.5 0.2 0.8
H 0.4202 1.2101 0.4792 -0.6 0.8 0.3
N 0.3789 0.6511 1.3420 1.4 -0.6 -3.0
H 0.0100 -1.4487 1.5794 0.0 0.3 0.4
H -1.4555 0.4519 -3.8140 0.2 0.0 0.0
C 1.3718 0.7850 2.1130 -0.6 0.3 1.9
H 1.4694 0.0828 2.9356 0.3 -0.2 -0.2
H 1.9831 1.6771 2.1285 0.0 0.1 -0.4
```
Forces are in eV/Å.

## Properties
Energy   -8806.28842 eV
Spin multiplicity   1
Charge   0
ΔE to the lowest compared entry with this formula, charge and spin   4.2404 eV

Here are the Löwdin charges for atoms 1 to 8, given in e:
1. H 0.11
2. H 0.10
3. C -0.68
4. O -0.11
5. C -0.02
6. O -0.19
7. H 0.18
8. N 0.02



The following is a quantum chemistry calculation of the molecule C3H7NO2 in a non-equilibrium geometry, from the Open Molecules 2025 dataset.

XYZ file:
```
13
Properties=species:S:1:pos:R:3:forces:R:3
H 2.0831 1.2748 -0.1335 0.1 -0.2 -0.1
C -1.4717 -0.0704 0.4256 0.1 0.4 0.6
H -1.4920 0.9637 0.9143 -2.4 -0.6 -1.6
H 2.6444 -0.1726 0.7228 0.0 0.0 -0.2
C 0.0068 0.1379 0.5181 0.5 0.4 0.7
H -1.8734 -1.5065 -1.0015 -0.1 0.4 0.3
O 0.3301 0.9507 1.3677 1.0 -0.5 0.0
H -1.9535 0.0077 -1.6033 0.1 0.1 0.2
N -2.1437 -0.5462 -0.7762 0.2 0.4 0.1
H -1.8271 -0.6429 1.2834 0.3 -0.4 -0.1
C 2.1741 0.1873 -0.1950 0.3 0.0 -0.1
H 2.7397 -0.1137 -1.0733 0.0 0.0 0.1
O 0.8676 -0.3946 -0.3399 -0.2 0.0 0.0
```
Forces are in eV/Å.

## Properties
SMILES   COC(=O)CN
Energy   -8808.60916 eV
Spin multiplicity   1
Charge   0
ΔE to the lowest compared entry with this formula, charge and spin   1.9197 eV

Here are the Löwdin charges for atoms 1 to 8, given in e:
1. H 0.10
2. C -0.19
3. H 0.15
4. H 0.10
5. C -0.53
6. H 0.08
7. O 0.05
8. H 0.07



The following is a quantum chemistry calculation of the molecule C3H7NO2, from the Open Molecules 2025 dataset.

XYZ file:
```
13
Properties=species:S:1:pos:R:3:forces:R:3
N 0.6856 0.1521 -0.8151 -0.3 0.1 0.0
O 0.0903 -1.5261 1.0463 -0.2 -0.1 0.1
H 1.0830 -0.7925 -0.8476 -0.4 0.3 0.0
H -0.8978 0.2266 -2.2531 -0.1 -0.1 -0.1
H -1.2396 1.0746 -0.7092 0.4 -0.3 -0.3
H -0.6737 -1.9457 1.4534 0.0 0.0 -0.1
C 0.1430 -0.1871 1.4932 0.3 0.2 0.3
C -0.7795 0.1903 -1.1745 0.3 0.0 -0.3
H 1.2873 0.7905 -1.3475 -0.5 -0.1 0.2
H -0.1611 0.0400 2.5038 0.2 -0.1 0.1
H -1.2499 -0.7088 -0.7620 0.3 0.3 -0.2
O 1.0274 1.9324 0.7189 -0.1 -0.2 0.0
C 0.6848 0.7538 0.6934 -0.1 0.0 0.2
```
Forces are in eV/Å.

## Properties
SMILES   C[NH2+]/C([O-])=C\O
Energy   -8807.48831 eV
Spin multiplicity   1
Charge   0
ΔE to the lowest compared entry with this formula, charge and spin   3.0406 eV

Here are the Löwdin charges for atoms 1 to 8, given in e:
1. N 0.05
2. O -0.09
3. H 0.15
4. H 0.08
5. H 0.11
6. H 0.09
7. C -0.17
8. C -0.03



The following is a quantum chemistry calculation of the molecule C3H7NO2 in a non-equilibrium geometry, from the Open Molecules 2025 dataset.

XYZ file:
```
13
Properties=species:S:1:pos:R:3:forces:R:3
N 0.2651 0.8014 -0.1051 -0.9 -1.5 -0.5
H -3.0688 0.2119 -0.4582 0.6 0.4 0.6
H 2.1648 -1.8870 0.3423 -0.4 0.9 0.5
H -1.3629 1.9743 -0.5276 0.8 -0.1 0.0
O 0.6640 -0.5230 0.2663 -1.5 -0.9 0.4
C 2.0536 -0.7785 0.4593 0.3 -0.3 -1.9
H -2.0434 -0.6257 0.7703 -0.1 -0.2 0.3
H 2.4006 -0.4361 1.4234 0.2 0.2 0.1
O 1.1730 1.5393 -0.3629 1.8 2.1 -0.1
C -2.0472 -0.1033 -0.1710 -0.1 0.6 -0.2
H -1.8129 -0.7728 -0.9528 0.3 -1.4 -0.7
H 2.6268 -0.3759 -0.4077 -0.2 0.1 0.9
C -1.0127 0.9754 -0.2764 -0.8 0.1 0.6
```
Forces are in eV/Å.

## Properties
SMILES   C/C=[N+](/[O-])OC
Energy   -8805.49396 eV
Spin multiplicity   1
Charge   0
ΔE to the lowest compared entry with this formula, charge and spin   5.0349 eV

Here are the Löwdin charges for atoms 1 to 8, given in e:
1. N -0.30
2. H 0.09
3. H 0.10
4. H 0.13
5. O -0.10
6. C -0.07
7. H 0.07
8. H 0.08